A molecular structure, C16H15MnN at a distorted geometry. Source: the Open Molecules 2025 dataset; level of theory: ωB97M-V/def2-TZVPD.

Last column: Löwdin charge in e.
Positions of all 33 atoms, in Å:
Mn -0.340 -0.197 -0.401  0.79
C -0.965 -1.895 -2.267  0.02
H -2.025 -1.645 -2.257  0.06
H -0.541 -1.509 -3.194  0.04
H -0.890 -2.979 -2.322  0.07
H -0.239 -1.602 -1.223  -0.06
H 0.536 -1.610 -0.541  0.14
C 1.830 1.529 -3.673  0.04
C 1.891 2.862 -3.247  0.01
C 1.455 3.202 -1.969  0.05
C 0.889 2.220 -1.121  -0.13
C 0.798 0.891 -1.573  -0.13
C 1.320 0.537 -2.809  -0.04
C 0.367 2.544 0.208  -0.16
C 0.490 3.821 0.802  0.06
C 0.009 4.053 2.073  0.07
C -0.596 3.007 2.793  -0.11
C -1.081 3.169 4.116  0.03
C -1.652 2.097 4.788  0.01
C -1.726 0.831 4.171  0.00
C -1.246 0.636 2.881  0.01
C -0.709 1.718 2.156  -0.15
N -0.270 1.540 0.861  0.08
H 2.173 1.243 -4.669  0.14
H 2.281 3.631 -3.910  0.14
H 1.519 4.227 -1.610  0.12
H 1.317 -0.513 -3.100  0.11
H 0.967 4.612 0.238  0.12
H 0.097 5.032 2.532  0.15
H -0.998 4.145 4.604  0.14
H -2.041 2.217 5.802  0.14
H -2.162 -0.014 4.701  0.13
H -1.272 -0.352 2.411  0.11

As for the LUMO energy (spin up / spin down): -8.65 / -11.05 eV. As for the spin multiplicity: 4. The calculation puts the HOMO energy (spin up / spin down) at -15.9 / -15.8 eV. As for the HOMO-LUMO gap (spin up / spin down): 7.3 / 4.7 eV. The total charge is +2.

***

C13H16N2O6 in the gas phase at a distorted geometry. Source: the Open Molecules 2025 dataset; level of theory: ωB97M-V/def2-TZVPD.

Last column: Löwdin charge in e.
Positions of all 37 atoms, in Å:
N 0.474 1.527 0.099  0.05
C 0.172 0.139 0.028  -0.36
C 1.221 -0.919 0.011  -0.12
C 2.733 -0.588 -0.072  -0.23
C 3.489 -1.116 -1.110  -0.06
C 4.816 -0.700 -1.293  -0.02
C 5.422 -0.008 -0.250  -0.33
O 6.765 0.254 -0.304  0.04
C 4.746 0.407 0.929  0.01
C 3.353 0.168 0.942  -0.04
C -0.773 -0.305 1.099  -0.44
O -0.635 -1.113 2.012  0.09
N -2.012 0.187 0.931  0.10
C -2.819 0.604 -0.218  -0.17
C -4.233 -0.126 -0.251  -0.01
C -4.025 -1.687 -0.183  -0.46
O -3.006 -2.254 0.011  0.14
O -5.103 -2.317 -0.812  0.08
C -2.955 2.196 -0.402  -0.51
O -4.019 2.753 -0.402  0.11
O -1.776 2.743 -0.480  0.10
H 1.228 1.989 -0.540  0.18
H 0.266 2.005 1.007  0.14
H -0.288 -0.109 -0.926  0.14
H 0.946 -1.865 -0.598  0.16
H 1.104 -1.369 1.025  0.11
H 3.035 -1.910 -1.688  0.11
H 5.258 -1.044 -2.278  0.13
H 6.964 0.331 -1.228  0.09
H 5.298 0.884 1.763  0.12
H 2.690 0.305 1.833  0.13
H -2.490 0.449 1.779  0.17
H -2.355 0.389 -1.239  0.17
H -4.863 0.102 0.559  0.10
H -4.849 0.146 -1.116  0.13
H -4.729 -3.184 -0.878  0.09
H -1.145 1.964 -0.272  0.06

As for the LUMO energy: 0.34 eV. As for the SMILES: N[C@@H](Cc1ccc(O)cc1)C(=O)N[C@@H](CC(=O)O)C(=O)O. The calculation puts the HOMO energy at -8.5 eV. As for the HOMO-LUMO gap: 8.9 eV.

***

CN2O3S in the gas phase at a distorted geometry. Source: the Open Molecules 2025 dataset; level of theory: ωB97M-V/def2-TZVPD.

Last column: Löwdin charge in e.
Positions of all 7 atoms, in Å:
C 0.451 1.450 0.501  -0.26
N 0.718 2.561 0.408  0.19
N 0.181 0.179 0.803  -0.24
O -0.623 -1.513 -1.894  -0.34
O -1.165 -0.200 0.698  -0.21
O 0.874 -0.772 -0.005  -0.28
S -0.436 -1.705 -0.512  1.14

As for the LUMO energy (spin up / spin down): -2.36 / -2.37 eV. The calculation puts the HOMO energy (spin up / spin down) at -10.2 / -10.2 eV. As for the HOMO-LUMO gap (spin up / spin down): 7.8 / 7.8 eV.